{
  "formula": "C38H60O30",
  "method": "ωB97M-V/def2-TZVPD",
  "elements": ["O", "C", "C", "H", "H", "H", "C", "O", "O", "H", "C", "H", "O", "H", "C", "C", "O", "C", "H", "O", "H", "H", "O", "C", "H", "H", "H", "H", "C", "H", "H", "C", "C", "O", "H", "O", "O", "O", "H", "H", "H", "O", "O", "C", "O", "H", "H", "H", "H", "C", "C", "H", "C", "H", "H", "C", "C", "H", "O", "O", "H", "H", "H", "H", "C", "O", "H", "C", "C", "H", "O", "O", "H", "C", "O", "H", "H", "H", "C", "O", "H", "O", "C", "C", "C", "C", "O", "H", "H", "C", "H", "H", "C", "O", "H", "H", "C", "C", "H", "H", "C", "H", "C", "H", "C", "O", "H", "H", "C", "C", "O", "H", "O", "O", "H", "O", "H", "H", "H", "C", "H", "H", "O", "C", "C", "H", "H", "H"],
  "positions_angstrom": [[11.17712, -9.25954, -11.46035], [17.13530, -10.46550, -18.95680], [14.18388, -8.35464, -12.95818], [10.46931, -16.01337, -21.84061], [14.33048, -9.65442, -17.12446], [13.49330, -6.33196, -13.47494], [5.81619, -9.99522, -14.60283], [6.66505, -9.20476, -15.24391], [11.94801, -7.68366, -13.06667], [13.19304, -7.52871, -14.70853], [8.15715, -7.77632, -14.78912], [16.71553, -10.51941, -17.95231], [4.68343, -10.23848, -15.02205], [16.90581, -8.05924, -17.46471], [11.11489, -11.08044, -16.02672], [13.22114, -7.37603, -13.62965], [11.74547, -14.70145, -22.81520], [12.96654, -15.13723, -17.29778], [11.79171, -5.23729, -21.04376], [13.45006, -5.59652, -16.19020], [7.48988, -7.18924, -14.15810], [15.45860, -9.40207, -14.55336], [10.44867, -11.39009, -15.01755], [11.60424, -4.99281, -19.99820], [10.26307, -12.26153, -10.01241], [12.03483, -15.82420, -21.09969], [12.75859, -2.85213, -16.45822], [8.10831, -10.25561, -12.65353], [14.04130, -4.51435, -16.79932], [13.38130, -11.60307, -20.60495], [14.42371, -10.56840, -13.70049], [16.57705, -9.10759, -20.62290], [12.12236, -5.63304, -16.47432], [9.72704, -12.17683, -21.03322], [18.27647, -9.05047, -16.82181], [13.02187, -13.16908, -23.83453], [8.92585, -14.80561, -11.16402], [10.24721, -5.35061, -19.66160], [7.40423, -8.65050, -12.54576], [15.03221, -7.91437, -12.43418], [7.07232, -8.22112, -19.08333], [11.70377, -4.58713, -17.03686], [13.13421, -13.49058, -21.52026], [10.01134, -6.73177, -19.66231], [11.39268, -6.53269, -16.11032], [8.40472, -8.73775, -20.15693], [9.13569, -7.44991, -14.43695], [13.20043, -12.65985, -14.62302], [10.72018, -14.50594, -21.06838], [14.51585, -9.53086, -14.02162], [10.05689, -13.97071, -11.40905], [13.68997, -9.39634, -18.78075], [11.24760, -15.28181, -21.62332], [6.91864, -8.93770, -21.87081], [11.53437, -8.89826, -18.00099], [14.78360, -4.98997, -18.03063], [13.67290, -13.61015, -14.37444], [9.26445, -13.61650, -13.46211], [16.23405, -10.24008, -20.00851], [11.73790, -9.89209, -16.21292], [5.66794, -9.73103, -20.69790], [12.95526, -14.31436, -13.95351], [8.67342, -9.91771, -14.91479], [14.96234, -13.66543, -16.20091], [13.52776, -9.21680, -17.71794], [10.76864, -7.60425, -20.03674], [12.84108, -3.33314, -18.18618], [7.86258, -9.28014, -14.56245], [12.69971, -13.73036, -22.74328], [8.05778, -7.24588, -15.73615], [7.58295, -15.36607, -9.35144], [12.10836, -15.15812, -18.21515], [10.84840, -14.56742, -11.86243], [11.55711, -11.02486, -18.23821], [8.59093, -11.82496, -22.97785], [14.17952, -5.56969, -18.72857], [10.78624, -10.81525, -18.97978], [17.58327, -11.43546, -19.17272], [8.15131, -8.21007, -19.23746], [17.58627, -8.50716, -19.98010], [5.29025, -9.40783, -22.29031], [6.28065, -10.32697, -13.38168], [6.66835, -11.04209, -22.02063], [14.54008, -15.68416, -15.78853], [8.73904, -11.78580, -21.59048], [7.37290, -11.14885, -23.36931], [13.40179, -8.87122, -11.91841], [14.17282, -16.16590, -14.88235], [5.91677, -11.82887, -21.95579], [12.05373, -9.74572, -17.55360], [11.67216, -3.90526, -19.97120], [10.33272, -12.39128, -12.90114], [8.56979, -14.82911, -9.85574], [11.11037, -11.86866, -17.22945], [14.42031, -11.91821, -22.06335], [19.05328, -9.58540, -19.04332], [18.01003, -9.28256, -18.95372], [6.14737, -9.68278, -21.67562], [15.61038, -15.89035, -15.78170], [13.65298, -8.14301, -17.57863], [9.54554, -13.06587, -12.56440], [14.81862, -12.80633, -20.73073], [10.39230, -13.34334, -10.04559], [18.49987, -7.55097, -17.73250], [7.44243, -9.55342, -13.15517], [13.04782, -14.03613, -16.51250], [14.70502, -3.85169, -16.24393], [11.43610, -13.49866, -9.77274], [13.94150, -12.34047, -21.17986], [12.85699, -3.68486, -17.15462], [7.60846, -11.23759, -21.00149], [12.29346, -11.67646, -18.70865], [15.94229, -8.63721, -21.57544], [13.85446, -16.10138, -16.96496], [8.54916, -8.70749, -18.35293], [9.53015, -14.11672, -9.17249], [6.76236, -11.81580, -23.97802], [8.59357, -12.56299, -12.39416], [15.50502, -5.77218, -17.79446], [17.90150, -8.45890, -17.65701], [7.44758, -10.11718, -23.71307], [15.26048, -4.12200, -18.48595], [8.68139, -6.94074, -19.24056], [14.13439, -14.18305, -15.71647], [12.08141, -8.63963, -12.10706], [12.31765, -5.41197, -19.28866], [13.83206, -9.36688, -14.85447], [14.53499, -13.41831, -13.73560]],
  "atomic_forces_ev_per_a": [[3.755, 3.197, -3.095], [-0.269, -2.036, 0.749], [0.299, -1.523, -1.359], [0.184, 0.001, -0.715], [-0.263, -0.639, 0.002], [-0.323, 0.068, 0.339], [-4.731, -0.247, -0.840], [-1.781, -2.780, -1.374], [-0.563, -0.773, 0.725], [-0.289, 0.006, 0.223], [2.157, 1.513, 1.780], [-0.940, -0.291, -0.272], [2.820, 0.064, 1.100], [-0.345, -0.558, -0.030], [-3.413, -1.688, 1.024], [0.570, 0.481, -0.391], [1.115, 0.637, -0.283], [-4.246, 0.650, -3.927], [0.300, -0.507, 0.195], [0.022, -1.440, 1.537], [-0.343, -0.258, 0.188], [0.489, 0.114, 0.560], [3.036, 0.919, -3.300], [-0.564, 0.179, -0.487], [-0.764, -0.079, 0.193], [-0.082, 0.436, 0.371], [-0.498, -0.045, -0.088], [0.340, 0.333, 0.037], [0.740, 0.684, -2.362], [0.146, -0.353, -0.024], [0.033, 0.288, 0.513], [-3.038, 2.061, -3.066], [-1.121, -4.012, 2.993], [-1.295, 0.593, -0.395], [-0.167, 0.071, 0.133], [-0.506, -1.607, 4.307], [-0.882, -1.116, 1.003], [-0.158, -2.367, 0.311], [-0.988, -0.059, 0.023], [0.228, 0.026, -0.639], [0.059, 0.670, -0.278], [0.480, 3.744, -1.617], [-0.432, 0.145, 0.355], [-1.621, 0.132, -0.144], [1.252, 0.430, -0.660], [-0.003, -0.209, 0.205], [0.392, -0.266, 0.082], [-0.158, -0.049, 0.328], [0.536, -0.087, 0.554], [-0.179, 1.451, -0.029], [-1.273, 0.970, -1.985], [0.590, 0.027, -0.116], [-0.512, -0.097, 0.608], [-0.060, 0.055, 0.640], [-0.676, -0.090, 0.382], [0.506, -0.574, -0.025], [1.205, -0.145, -0.670], [0.482, -0.687, 0.128], [-0.707, -0.097, -0.034], [-1.028, -1.581, 1.442], [0.750, 0.415, 0.337], [0.024, 0.236, 0.248], [-0.596, -0.404, -0.473], [0.217, 0.691, 0.369], [-0.542, -0.835, -0.800], [-0.821, 1.359, 0.789], [0.176, 0.191, 0.213], [2.247, 4.596, -0.478], [-0.508, 1.271, -4.541], [-0.102, -1.188, -0.639], [3.152, 1.521, -1.607], [3.639, -0.762, 3.280], [0.166, -0.251, 0.522], [1.333, -0.589, -1.316], [-0.076, 0.690, 0.805], [-0.485, 0.628, -0.174], [-0.180, -0.007, 0.186], [0.455, 0.150, 0.151], [0.373, -1.954, 0.428], [-0.343, 1.235, -2.591], [0.009, -0.010, -0.506], [-1.157, 0.240, -0.070], [-1.493, 0.612, 0.219], [-0.687, 0.894, 1.326], [0.203, -0.074, -0.457], [-0.349, -0.657, 1.870], [-1.130, -1.003, 1.051], [-0.460, -0.516, -0.225], [-0.195, 0.056, 0.244], [1.983, 1.949, -1.503], [-0.343, -0.021, 0.336], [-0.206, 0.306, 0.214], [-0.908, -0.270, 0.723], [-0.787, 1.823, 4.172], [-0.737, 0.354, -0.309], [0.182, 0.228, -0.412], [2.025, 0.495, 3.027], [-1.841, 0.097, -0.978], [-0.077, 0.215, -0.714], [-0.640, 0.100, 0.184], [0.571, 0.121, -0.055], [-0.290, 0.369, 1.001], [-0.105, -1.047, -0.575], [0.366, -0.156, -0.089], [1.857, -1.515, 0.632], [-1.242, -1.537, -2.065], [0.099, -0.794, 0.915], [-0.125, -0.369, 0.166], [1.100, -1.001, -1.346], [-1.566, 1.171, -0.744], [2.981, -1.762, -0.586], [0.518, 0.708, -0.519], [2.267, -1.353, 2.740], [-0.316, 0.332, -0.175], [0.139, -0.603, -0.149], [-0.411, 0.501, 0.534], [0.490, 0.330, -0.509], [0.274, 0.392, 0.822], [0.556, 0.436, 0.445], [0.434, 0.235, -0.249], [0.868, -0.340, -0.737], [0.109, -0.295, -0.345], [2.716, 3.434, -0.855], [2.332, 0.146, 1.870], [-2.573, -2.147, 1.992], [-0.190, -0.219, -0.439], [-0.444, -0.384, 0.249], [-0.207, -0.144, 0.343]],
  "lowdin_charge": [0.07, -0.11, -0.25, 0.09, 0.06, 0.13, -0.53, 0.08, 0.08, 0.10, -0.02, 0.12, 0.11, 0.07, -0.40, -0.11, -0.01, -0.47, 0.11, 0.08, 0.08, 0.07, 0.09, -0.04, 0.13, 0.09, 0.14, 0.12, -0.35, 0.08, 0.07, -0.51, -0.61, 0.15, 0.09, 0.05, 0.06, -0.02, 0.14, 0.15, 0.10, 0.13, -0.02, -0.46, 0.15, 0.08, 0.07, 0.07, 0.08, 0.02, -0.28, 0.08, -0.06, 0.09, 0.12, -0.01, 0.01, 0.09, 0.08, 0.08, 0.10, 0.09, 0.14, 0.15, 0.01, 0.12, 0.12, -0.30, -0.53, 0.08, 0.12, 0.11, 0.14, -0.11, 0.06, 0.08, 0.13, 0.14, -0.08, 0.12, 0.09, 0.09, -0.37, -0.07, -0.46, -0.07, 0.06, 0.13, 0.16, -0.29, 0.09, 0.06, -0.49, 0.05, 0.09, 0.16, -0.37, -0.04, 0.13, 0.06, -0.02, 0.09, -0.06, 0.09, -0.09, 0.07, 0.16, 0.13, -0.01, -0.04, 0.06, 0.12, 0.12, 0.09, 0.10, 0.04, 0.14, 0.08, 0.08, -0.01, 0.13, 0.10, -0.03, -0.37, -0.45, 0.06, 0.04, 0.09],
  "smiles": "C[C@H]1COC(=O)O1.C[C@H]1COC(=O)O1.C[C@H]1COC(=O)O1.C[C@H]1COC(=O)O1.C[C@H]1COC(=O)O1.C[C@H]1COC(=O)O1.C[C@H]1COC(=O)O1.C[C@H]1COC(=O)O1.COC(=O)OC.COC(=O)OC",
  "energy_ev": -101799.9818,
  "e_lumo_ev": -0.3,
  "e_above_lowest_kcal_mol": 13.79
}